# 1
Formula: C2H4F2NO2S
Source: the Open Molecules 2025 dataset
Level of theory: the ωB97M-V functional and the def2-TZVPD basis

ORCA input file:
```
! RIJCOSX wB97M-V def2-TZVPD def2/J DEFGRID3
* xyz -1 3
C 0.099 0.082 -1.525
C 0.251 -0.204 1.899
N -0.243 -0.990 -0.684
O -2.595 0.065 -1.237
O -2.458 -1.998 0.034
F 1.046 -0.268 -2.517
F 1.079 0.881 1.674
S -1.892 -1.217 -1.048
H -0.697 0.541 -2.186
H 0.548 0.882 -0.831
H 0.926 -1.130 2.089
H -0.513 -0.363 1.222
*
```

Calculated values
Gap between HOMO and LUMO (spin up / spin down) in hartree: 0.2916 / 0.2839
F_max in eV Å⁻¹: 4.5
LUMO energy (spin up / spin down) in Eh: 0.1468 / 0.1049

---

# 2
Formula: C3H6O2S
Source: the Open Molecules 2025 dataset
Level of theory: the ωB97M-V functional and the def2-TZVPD basis

ORCA input file:
```
! RIJCOSX wB97M-V def2-TZVPD def2/J DEFGRID3
* xyz 0 1
O 2.680 -0.269 -0.259
C 1.521 -0.476 -0.002
O 1.142 -1.728 -0.036
C 0.543 0.616 0.414
C -0.751 0.649 -0.431
S -1.813 -0.842 -0.051
H 0.177 -1.845 0.159
H 1.054 1.475 0.203
H 0.243 0.554 1.458
H -1.254 1.632 -0.200
H -0.543 0.532 -1.545
H -2.999 -0.297 0.290
*
```

Calculated values
SMILES: O=C(O)CCS
Energy above the lowest of the compared OMol25 structures with the same formula, charge and spin in kJ/mol: 63.4
Gap between HOMO and LUMO in hartree: 0.3811
F_max in eV Å⁻¹: 2.9
LUMO energy in Eh: 0.0142

---

# 3
Formula: ClO4Sr4
Source: the Open Molecules 2025 dataset
Level of theory: the ωB97M-V functional and the def2-TZVPD basis

ORCA input file:
```
! RIJCOSX wB97M-V def2-TZVPD def2/J DEFGRID3
* xyz 7 1
Sr -4.053 -1.335 0.849
Sr 1.726 -3.334 1.302
Sr 0.002 4.263 -1.189
Sr 1.049 0.166 -2.992
Cl 0.218 0.087 0.377
O 1.035 -0.856 -0.472
O 0.190 1.489 -0.070
O -1.148 -0.443 0.627
O 0.980 -0.037 1.567
*
```

Calculated values
Energy above the lowest of the compared OMol25 structures with the same formula, charge and spin in kJ/mol: 0.0
Gap between HOMO and LUMO in hartree: 0.3602
F_max in eV Å⁻¹: 5.4
LUMO energy in Eh: -0.8714

---

# 4
Formula: C42H30Cl3F2N3O2P2S2Sr
Source: the Open Molecules 2025 dataset
Level of theory: the ωB97M-V functional and the def2-TZVPD basis

ORCA input file:
```
! RIJCOSX wB97M-V def2-TZVPD def2/J DEFGRID3
* xyz -2 1
Sr 0.077 -0.739 -0.314
S -0.708 -1.490 2.018
P -1.121 0.411 1.599
C -0.232 1.352 0.438
P 1.259 0.937 1.238
S 2.023 -0.903 1.355
C 2.519 1.909 0.307
C 3.885 1.674 0.462
C 4.797 2.325 -0.355
C 4.349 3.225 -1.318
C 2.995 3.479 -1.461
C 2.076 2.807 -0.659
C 1.501 1.607 2.932
C 1.731 2.968 3.124
C 1.846 3.476 4.410
C 1.710 2.633 5.504
C 1.458 1.281 5.319
C 1.345 0.769 4.032
C -2.813 0.414 0.923
C -3.024 1.094 -0.272
C -4.303 1.154 -0.825
C -5.358 0.538 -0.174
C -5.144 -0.154 1.015
C -3.876 -0.215 1.568
C -1.518 1.210 3.209
C -1.601 2.603 3.177
C -1.908 3.308 4.333
C -2.147 2.615 5.513
C -2.088 1.230 5.542
C -1.779 0.522 4.386
H 4.218 0.971 1.215
H 5.856 2.120 -0.252
H 5.066 3.725 -1.961
H 2.646 4.182 -2.208
H 1.014 2.977 -0.780
H 1.816 3.609 2.253
H 2.062 4.527 4.564
H 1.799 3.033 6.508
H 1.360 0.624 6.175
H 1.143 -0.281 3.859
H -2.192 1.586 -0.755
H -4.462 1.702 -1.746
H -6.357 0.590 -0.591
H -5.975 -0.644 1.511
H -3.701 -0.732 2.504
H -1.383 3.091 2.234
H -1.953 4.390 4.316
H -2.377 3.162 6.421
H -2.270 0.700 6.470
H -1.704 -0.559 4.406
F -5.321 -2.882 -2.592
C -4.036 -3.324 -2.383
C -3.007 -2.421 -2.247
C -1.674 -2.833 -2.041
C -1.460 -4.231 -2.031
C -2.537 -5.105 -2.133
F -2.371 -6.469 -2.026
C -3.843 -4.688 -2.305
C -0.059 -4.730 -1.924
C 0.351 -5.949 -2.475
C 1.653 -6.378 -2.272
C 2.529 -5.565 -1.572
C 2.066 -4.336 -1.125
N 0.807 -3.934 -1.282
H -3.219 -1.357 -2.313
H -4.660 -5.394 -2.364
H -0.326 -6.559 -3.053
H 1.975 -7.338 -2.661
H 3.551 -5.873 -1.390
H 2.715 -3.606 -0.660
O 1.178 1.229 -3.402
C 2.124 0.453 -3.266
C 3.469 0.723 -3.964
C 4.398 -0.271 -3.303
C 3.440 -1.147 -2.471
O 3.866 -2.113 -1.855
N 2.159 -0.685 -2.531
H 3.757 1.765 -3.824
H 3.336 0.540 -5.033
H 5.114 0.207 -2.632
H 4.952 -0.904 -3.998
Cl -3.381 2.080 -5.262
C -1.946 2.250 -4.311
Cl -2.532 3.791 -2.900
Cl -0.634 2.946 -5.161
C -1.626 1.100 -3.527
N -1.363 0.194 -2.881
*
```

Calculated values
Energy above the lowest of the compared OMol25 structures with the same formula, charge and spin in kJ/mol: 662.3
Gap between HOMO and LUMO in hartree: 0.1490
F_max in eV Å⁻¹: 12.1
LUMO energy in Eh: 0.0926

---

# 5
Formula: C10H12N2O2S
Source: the Open Molecules 2025 dataset
Level of theory: the ωB97M-V functional and the def2-TZVPD basis

ORCA input file:
```
! RIJCOSX wB97M-V def2-TZVPD def2/J DEFGRID3
* xyz 0 1
C 4.866 -0.908 0.698
C 3.558 -0.984 0.680
C 2.708 -0.659 -0.640
C 1.401 0.003 -0.413
C 1.255 1.395 -0.346
C 0.076 2.040 -0.237
C -1.100 1.251 -0.038
C -0.958 -0.176 0.146
C 0.283 -0.789 -0.153
N -2.053 -0.978 0.367
S -3.701 -0.459 0.152
N -4.148 -0.760 1.623
O -4.321 -1.203 -0.905
C -3.338 1.495 -0.543
O -2.300 1.996 0.050
H 5.432 -1.442 1.439
H 5.365 -0.888 -0.327
H 2.936 -0.970 1.623
H 2.612 -1.592 -1.189
H 3.487 0.002 -1.182
H 2.172 1.981 -0.463
H 0.027 3.068 -0.339
H 0.236 -1.850 -0.198
H -1.945 -1.905 0.624
H -5.131 -0.934 1.487
H -4.228 2.090 -0.367
H -3.191 1.175 -1.553
*
```

Calculated values
SMILES: C=CCc1ccc2c(c1)N[S@](=N)(=O)CO2
Energy above the lowest of the compared OMol25 structures with the same formula, charge and spin in kJ/mol: 242.2
Gap between HOMO and LUMO in hartree: 0.3287
F_max in eV Å⁻¹: 3.9
LUMO energy in Eh: 0.0224

---

# 6
Formula: C3H4HgMgO4
Source: the Open Molecules 2025 dataset
Level of theory: the ωB97M-V functional and the def2-TZVPD basis

ORCA input file:
```
! RIJCOSX wB97M-V def2-TZVPD def2/J DEFGRID3
* xyz 2 3
O -2.091 -0.458 1.553
C -1.302 0.151 0.787
O -1.412 1.391 0.609
Mg -3.098 1.299 1.758
O -0.290 -0.540 0.255
C 1.444 0.345 0.099
C 0.693 -0.172 -1.102
H 2.406 0.863 0.012
H 1.020 1.279 0.487
H 0.294 0.643 -1.738
H 2.156 -0.537 -0.587
Hg -0.482 -2.920 -0.418
O 0.662 -1.344 -1.714
*
```

Calculated values
Energy above the lowest of the compared OMol25 structures with the same formula, charge and spin in kJ/mol: 654.5
Gap between HOMO and LUMO (spin up / spin down) in hartree: 0.2171 / 0.2734
F_max in eV Å⁻¹: 4.8
LUMO energy (spin up / spin down) in Eh: -0.3770 / -0.3829

---

# 7
Formula: C41H43N8O5RuS
Source: the Open Molecules 2025 dataset
Level of theory: the ωB97M-V functional and the def2-TZVPD basis

ORCA input file:
```
! RIJCOSX wB97M-V def2-TZVPD def2/J DEFGRID3
* xyz 1 5
Ru -1.122 0.124 0.171
C 2.285 -3.736 4.151
O 2.550 -2.848 3.069
C 3.715 -2.165 3.096
C 4.690 -2.313 4.076
C 5.876 -1.595 3.992
C 6.102 -0.720 2.941
C 5.116 -0.545 1.981
C 3.926 -1.251 2.053
N 2.952 -1.078 1.029
C 1.663 -0.743 1.209
N 1.309 -0.394 2.447
C 0.023 -0.226 2.976
C -1.128 0.044 2.237
C -2.330 0.163 2.948
C -2.385 0.046 4.322
C -1.222 -0.189 5.047
C -0.028 -0.310 4.375
O 1.155 -0.567 5.026
C 1.596 0.496 5.883
N 0.786 -0.773 0.212
C 1.321 -0.952 -1.111
C 1.219 -2.172 -1.757
C 1.773 -2.348 -3.017
C 2.423 -1.290 -3.631
C 2.503 -0.046 -3.015
C 1.948 0.129 -1.753
O 1.954 1.290 -1.061
C 2.433 2.460 -1.727
H 1.309 -4.168 3.950
H 2.252 -3.198 5.100
H 3.031 -4.532 4.198
H 4.539 -3.005 4.892
H 6.630 -1.730 4.756
H 7.030 -0.169 2.874
H 5.260 0.149 1.160
H 3.250 -1.201 0.073
H 2.004 -0.535 3.169
H -3.247 0.382 2.420
H -3.332 0.146 4.837
H -1.244 -0.288 6.126
H 2.533 0.170 6.325
H 0.871 0.692 6.674
H 1.758 1.412 5.309
H 0.714 -2.988 -1.251
H 1.690 -3.306 -3.513
H 2.867 -1.423 -4.610
H 2.992 0.775 -3.521
H 2.239 3.287 -1.049
H 1.889 2.625 -2.660
H 3.503 2.382 -1.931
N -1.293 -2.567 -7.980
C -1.455 -1.835 -6.834
C -0.339 -1.331 -6.149
C -0.503 -0.618 -4.981
C -1.782 -0.403 -4.478
C -2.902 -0.885 -5.151
C -2.737 -1.593 -6.320
S -1.959 0.499 -2.999
O -3.276 1.061 -2.956
O -0.809 1.354 -2.851
N -1.760 -0.547 -1.705
C -2.654 -1.524 -1.352
N -2.514 -1.854 -0.049
C -3.325 -2.782 0.449
C -4.271 -3.408 -0.334
C -4.333 -3.002 -1.662
N -3.539 -2.069 -2.177
H -0.401 -2.571 -8.437
H -2.091 -2.767 -8.555
H 0.653 -1.493 -6.555
H 0.347 -0.200 -4.456
H -3.888 -0.677 -4.760
H -3.607 -1.963 -6.852
H -3.201 -3.020 1.500
H -4.929 -4.166 0.065
H -5.052 -3.439 -2.347
C -0.119 5.447 0.650
N 0.175 4.029 0.605
C 0.136 3.394 1.904
C -0.471 3.281 -0.459
C -1.950 2.973 -0.260
C -2.898 3.972 -0.452
C -4.250 3.715 -0.273
C -4.683 2.441 0.083
C -3.758 1.433 0.265
C -2.389 1.694 0.104
H 0.630 5.954 1.261
H -1.109 5.677 1.078
H -0.075 5.864 -0.358
H 0.853 3.880 2.570
H 0.418 2.346 1.802
H -0.857 3.429 2.384
H 0.077 2.342 -0.587
H -0.356 3.835 -1.392
H -2.573 4.956 -0.769
H -4.975 4.507 -0.425
H -5.738 2.232 0.199
H -4.109 0.434 0.498
*
```

Calculated values
Gap between HOMO and LUMO (spin up / spin down) in hartree: 0.3043 / 0.2054
F_max in eV Å⁻¹: 0.5
LUMO energy (spin up / spin down) in Eh: -0.0672 / -0.1669

---

# 8
Formula: C10H19O9P
Source: the Open Molecules 2025 dataset
Level of theory: the ωB97M-V functional and the def2-TZVPD basis

ORCA input file:
```
! RIJCOSX wB97M-V def2-TZVPD def2/J DEFGRID3
* xyz 0 1
O -3.036 -3.159 4.007
C -1.986 -2.788 3.597
O -0.785 -3.279 3.993
C 0.223 -2.754 3.122
C -0.425 -1.490 2.604
O -1.819 -1.814 2.670
H 1.143 -2.572 3.670
H 0.415 -3.480 2.330
H -0.231 -0.628 3.245
H -0.133 -1.246 1.586
O -0.527 -0.294 -5.203
C -1.565 -0.181 -4.640
O -1.773 -0.495 -3.338
C -3.064 -0.005 -2.959
C -3.783 0.062 -4.290
O -2.706 0.279 -5.207
H -3.533 -0.681 -2.249
H -2.943 0.976 -2.497
H -4.279 -0.877 -4.545
H -4.503 0.874 -4.350
O -0.340 2.139 -1.449
C 0.080 1.039 -0.646
C 1.441 0.560 -1.095
O 1.906 -0.531 -0.304
C 2.828 -0.207 0.683
O 2.191 0.410 1.792
C 2.879 1.510 2.355
P 2.561 3.091 1.429
H 0.459 2.604 -1.745
H -0.656 0.248 -0.724
H 0.115 1.371 0.390
H 2.148 1.381 -1.051
H 1.340 0.204 -2.115
H 3.220 -1.167 1.007
H 3.648 0.401 0.299
H 3.954 1.362 2.414
H 2.527 1.596 3.374
H 1.394 3.614 2.010
H 3.614 3.927 1.831
*
```

Calculated values
SMILES: O=C1OCCO1.O=C1OCCO1.OCCOCOCP
Gap between HOMO and LUMO in hartree: 0.3667
F_max in eV Å⁻¹: 1.8
LUMO energy in Eh: 0.0177

---

- What is the F_max in the fifth record?
  3.9 eV Å⁻¹

---

- Which value of F_max does entry 7 give?
  0.5 eV Å⁻¹

---

- Look up the F_max of the eighth one.
  1.8 eV Å⁻¹